[1]
{
  "formula": "C6H17NO",
  "method": "ωB97M-V/def2-TZVPD",
  "elements": ["C", "C", "N", "C", "C", "C", "C", "H", "H", "H", "H", "H", "H", "H", "H", "H", "H", "H", "H", "H", "H", "H", "O", "H", "H"],
  "coordinates": [[1.6101, -1.2254, -1.0840], [1.3589, -1.0061, 0.4564], [0.1426, -0.2213, 0.6337], [-0.5994, -0.5658, 1.8410], [-1.9729, -1.1598, 1.5419], [0.3747, 1.2265, 0.4444], [-0.6672, 1.8917, -0.4463], [0.9805, -0.5167, -1.6139], [1.1486, -2.1946, -1.3014], [2.6722, -1.2246, -1.3425], [1.1966, -1.9943, 0.8808], [2.2192, -0.4529, 0.8354], [-0.7966, 0.3200, 2.4389], [-0.0136, -1.2283, 2.4962], [-2.5797, -0.4152, 1.0375], [-2.4015, -1.5182, 2.4873], [-1.9882, -1.9988, 0.8487], [1.4096, 1.3945, 0.1565], [0.3916, 1.6421, 1.4663], [-1.2711, 1.1552, -0.9865], [-0.2880, 2.5103, -1.2529], [-1.3025, 2.5292, 0.1434], [0.0094, 1.1308, -3.6006], [0.2881, 0.2581, -3.2806], [0.0786, 1.6634, -2.7996]],
  "max_force_ev_per_a": 1.90,
  "e_homo_ev": -8.5,
  "relative_energy_kj_mol": 124.5,
  "lumo_ev": 1.01,
  "total_energy_ev": -10034.2919,
  "smiles": "CCN(CC)CC.O",
  "homo_lumo_gap_ev": 9.485
}

[2]
{
  "formula": "C6H17NO2",
  "method": "ωB97M-V/def2-TZVPD",
  "elements": ["C", "C", "N", "C", "C", "C", "C", "H", "H", "H", "H", "H", "H", "H", "H", "H", "H", "H", "H", "H", "O", "H", "H", "O", "H", "H"],
  "coordinates": [[-2.8057, 0.2587, 0.2637], [-1.4668, -0.4335, 0.5543], [-0.2566, 0.3127, 0.1858], [0.9118, -0.2850, 0.8866], [1.4359, 0.7743, 1.8687], [0.4860, 1.9710, 1.7997], [-0.3041, 1.7262, 0.5208], [-3.5568, -0.5243, 0.1799], [-2.7846, 0.7481, -0.7078], [-3.0315, 0.9705, 1.0541], [-1.4440, -0.7836, 1.5970], [-1.5178, -1.3854, 0.0095], [1.5863, -0.6082, 0.1075], [0.7144, -1.2215, 1.4061], [2.4711, 1.0241, 1.6207], [1.5734, 0.4483, 2.9036], [1.0329, 2.9063, 1.7757], [-0.1946, 1.9469, 2.6492], [0.1112, 2.2953, -0.3261], [-1.2632, 2.2534, 0.5525], [1.7837, -2.3927, -1.5208], [2.7174, -2.3078, -1.7494], [1.3245, -1.6022, -1.8345], [0.0977, -1.1047, -3.3985], [-0.0272, -0.5740, -2.6012], [-0.5654, -1.8068, -3.3596]],
  "max_force_ev_per_a": 1.98,
  "e_homo_ev": -8.6,
  "relative_energy_kj_mol": 96.3,
  "lumo_ev": 0.77,
  "total_energy_ev": -12081.9713,
  "smiles": "CCN1CCCC1.O.O",
  "homo_lumo_gap_ev": 9.374
}

[3]
{
  "formula": "C6H17NO2",
  "method": "ωB97M-V/def2-TZVPD",
  "elements": ["C", "C", "C", "C", "C", "N", "C", "O", "H", "H", "H", "H", "H", "H", "H", "H", "H", "H", "H", "H", "H", "H", "H", "O", "H", "H"],
  "coordinates": [[1.0877, 0.7792, 1.5038], [-0.4167, 0.8211, 1.2664], [-1.2065, 1.4045, 2.4534], [-0.6909, 1.5505, -0.0733], [-0.2619, 0.7290, -1.3442], [-0.9373, -0.5512, -1.3653], [-0.6185, -1.5844, -2.2707], [0.4544, -2.4570, -1.8875], [1.6567, 0.2851, 0.7096], [1.5998, 1.7239, 1.5647], [1.1769, 0.2056, 2.4312], [-0.8156, -0.2026, 1.3766], [-2.2810, 1.3967, 2.1882], [-1.0612, 0.8517, 3.3778], [-1.1537, 2.4740, 2.7085], [-0.0194, 2.4151, -0.0197], [-1.6374, 2.0512, -0.2427], [0.8316, 0.7753, -1.3140], [-0.7325, 1.2456, -2.1878], [-1.4358, -0.8058, -0.5335], [-0.2788, -1.1384, -3.2130], [-1.4814, -2.2183, -2.5090], [0.4062, -2.9322, -1.0565], [2.4975, -2.4335, -0.1768], [1.9453, -2.0073, -0.8466], [3.3728, -2.3779, -0.5394]],
  "max_force_ev_per_a": 2.04,
  "e_homo_ev": -8.9,
  "relative_energy_kj_mol": 108.1,
  "lumo_ev": 0.96,
  "total_energy_ev": -12081.8490,
  "smiles": "CC(C)CCNCO.O",
  "homo_lumo_gap_ev": 9.895
}

[4]
{
  "formula": "C6H17NO2Si",
  "method": "ωB97M-V/def2-TZVPD",
  "elements": ["C", "C", "C", "O", "Si", "N", "O", "C", "C", "C", "H", "H", "H", "H", "H", "H", "H", "H", "H", "H", "H", "H", "H", "H", "H", "H", "H"],
  "coordinates": [[2.7832, 0.9795, 1.1373], [2.2142, 0.4321, -0.1457], [3.1521, 0.1211, -1.3708], [1.5574, -0.7659, 0.1092], [0.0957, -1.2572, 0.5621], [-0.2296, -2.8513, -0.0179], [-0.9174, -0.1384, -0.0631], [-2.2740, -0.0145, 0.0890], [-2.7029, 1.2959, 0.8753], [-2.8387, -0.2130, -1.3054], [2.7186, 0.2103, 1.8948], [3.8417, 1.2907, 1.1778], [2.2403, 1.7741, 1.4055], [1.3547, 1.0448, -0.4005], [4.0184, -0.3975, -0.9723], [3.3401, 0.9040, -2.2051], [2.6647, -0.6584, -2.0101], [0.1242, -1.3119, 1.9650], [-1.0049, -3.3807, 0.1750], [0.5364, -3.3243, -0.5470], [-2.7801, -0.8383, 0.8235], [-2.4141, 2.1302, 0.3426], [-3.7074, 1.4007, 1.0603], [-2.3691, 1.1244, 1.9226], [-2.6249, 0.5515, -2.1111], [-3.8442, -0.2174, -1.4309], [-2.5059, -1.1092, -1.7540]],
  "max_force_ev_per_a": 4.17,
  "e_homo_ev": -9.6,
  "relative_energy_kj_mol": 4.9,
  "lumo_ev": 0.93,
  "total_energy_ev": -19961.6421,
  "smiles": "CC(C)O[SiH](N)OC(C)C",
  "homo_lumo_gap_ev": 10.534
}

[5]
{
  "formula": "C6H17NO3",
  "method": "ωB97M-V/def2-TZVPD",
  "elements": ["C", "O", "C", "C", "N", "C", "C", "O", "C", "H", "H", "H", "H", "H", "H", "H", "H", "H", "H", "H", "H", "H", "H", "H", "O", "H", "H"],
  "coordinates": [[-5.8128, 9.3005, 7.6580], [-6.2626, 7.9441, 7.7738], [-7.1873, 7.7370, 8.7974], [-8.0385, 6.5096, 8.4194], [-8.6858, 5.8297, 9.5250], [-9.5769, 6.6498, 10.3163], [-10.7950, 7.1615, 9.5669], [-11.6808, 7.9023, 10.3703], [-11.1269, 8.9880, 11.0769], [-6.6668, 9.9837, 7.7321], [-5.4558, 9.4336, 6.6388], [-5.0647, 9.4794, 8.4279], [-7.8424, 8.6092, 8.9320], [-6.7425, 7.5346, 9.7849], [-7.3400, 5.7744, 8.0097], [-8.7195, 6.7961, 7.6179], [-8.0231, 5.3460, 10.1103], [-9.0702, 7.4392, 10.8947], [-9.9928, 6.0338, 11.1297], [-11.3779, 6.3100, 9.2115], [-10.5093, 7.7297, 8.6651], [-10.3228, 9.4631, 10.4977], [-10.7244, 8.6943, 12.0494], [-11.9042, 9.7388, 11.2080], [-10.2590, 3.5980, 6.9486], [-10.0275, 4.2292, 6.2614], [-9.9808, 4.0234, 7.7700]],
  "max_force_ev_per_a": 1.61,
  "e_homo_ev": -9.1,
  "relative_energy_kj_mol": 289.7,
  "lumo_ev": 0.73,
  "total_energy_ev": -14128.5975,
  "smiles": "COCCNCCOC.O",
  "homo_lumo_gap_ev": 9.847
}

[6]
{
  "formula": "C6H17NO3",
  "method": "ωB97M-V/def2-TZVPD",
  "elements": ["C", "C", "O", "N", "C", "C", "C", "C", "H", "H", "H", "H", "H", "H", "H", "H", "H", "H", "H", "H", "H", "O", "H", "H", "O", "H", "H"],
  "coordinates": [[-0.5823, -2.2566, -0.7801], [-0.2735, -1.6490, 0.6079], [-0.3475, -2.2857, 1.6511], [-0.1251, -0.2614, 0.8384], [0.2283, 0.1577, 2.1939], [0.5853, 0.5299, -0.2123], [0.1823, 2.0117, -0.0727], [2.1058, 0.2802, -0.2599], [0.3658, -2.3610, -1.2356], [-0.8494, -1.6417, -1.6842], [-1.1634, -3.2249, -0.5176], [0.6957, -0.6664, 2.7821], [-0.6060, 0.4570, 2.7571], [1.0562, 0.9288, 2.2572], [-0.0354, 0.1743, -1.0802], [0.8542, 2.7336, 0.4844], [0.0385, 2.4756, -1.0848], [-0.7092, 2.2811, 0.4533], [2.3681, -0.8324, -0.1847], [2.4263, 0.7288, -1.2088], [2.8083, 0.8202, 0.3210], [-3.4824, 1.4110, 1.3269], [-3.3838, 0.8332, 2.0471], [-2.9535, 0.9225, 0.8090], [0.0545, -0.7935, -3.1678], [1.0144, -0.7001, -3.3120], [-0.2719, -0.0730, -3.7288]],
  "max_force_ev_per_a": 5.72,
  "e_homo_ev": -9.1,
  "relative_energy_kj_mol": 307.9,
  "lumo_ev": 0.21,
  "total_energy_ev": -14128.4091,
  "smiles": "CC(=O)N(C)C(C)C.O.O",
  "homo_lumo_gap_ev": 9.353
}

[7]
{
  "formula": "C6H17NO3",
  "method": "ωB97M-V/def2-TZVPD",
  "elements": ["N", "C", "C", "C", "C", "C", "C", "O", "H", "H", "H", "H", "H", "H", "H", "H", "H", "H", "H", "H", "H", "O", "H", "H", "O", "H", "H"],
  "coordinates": [[-2.1753, 1.8308, 0.9654], [-1.5787, 0.5808, 1.4254], [-1.4198, -0.4907, 0.3317], [-0.5004, -0.0640, -0.8127], [0.9748, 0.0749, -0.3953], [1.6779, -1.2905, -0.3824], [2.0048, -1.7743, -1.7733], [2.2893, -2.9244, -2.0063], [-1.5903, 2.2908, 0.2831], [-3.0751, 1.6615, 0.5299], [-0.6240, 0.8060, 1.8946], [-2.1970, 0.1772, 2.2273], [-1.0122, -1.3972, 0.7809], [-2.4040, -0.7370, -0.0758], [-0.8648, 0.8634, -1.2495], [-0.5402, -0.7847, -1.6361], [1.4548, 0.7562, -1.1010], [1.0354, 0.5380, 0.5874], [1.0444, -2.0016, 0.1532], [2.6031, -1.2511, 0.1999], [1.9932, -1.0181, -2.5721], [0.4992, 2.8266, -2.2267], [0.6967, 3.6338, -2.6873], [-0.0942, 3.1141, -1.5085], [0.3311, -1.5839, 2.8325], [0.2402, -2.0637, 3.6556], [1.2311, -1.7728, 2.5601]],
  "max_force_ev_per_a": 1.11,
  "e_homo_ev": -9.2,
  "relative_energy_kj_mol": 167.0,
  "lumo_ev": 0.53,
  "total_energy_ev": -14129.8695,
  "smiles": "NCCCCCC=O.O.O",
  "homo_lumo_gap_ev": 9.681
}

[8]
{
  "formula": "C6H17NSi",
  "method": "ωB97M-V/def2-TZVPD",
  "elements": ["C", "C", "C", "C", "C", "C", "N", "Si", "H", "H", "H", "H", "H", "H", "H", "H", "H", "H", "H", "H", "H", "H", "H", "H", "H"],
  "coordinates": [[-2.2955, -3.1700, -1.7519], [1.8992, 2.8756, -1.1131], [0.4607, 2.3289, 0.8864], [-1.8311, -2.0080, -0.7745], [2.4470, 0.8555, 0.2841], [1.8942, 2.2913, 0.2709], [-1.2465, -1.4745, 2.0555], [-0.7963, -2.5038, 0.7493], [-2.3340, -2.7431, -2.7116], [-1.5685, -3.9823, -1.7432], [-3.2710, -3.6140, -1.3593], [1.4490, 2.3458, -1.8839], [3.0828, 3.0323, -1.3890], [1.4464, 3.9267, -1.0478], [-0.3049, 1.9982, 0.1705], [0.0531, 3.2090, 1.2124], [0.5316, 1.5338, 1.6746], [-2.7119, -1.3632, -0.5083], [-1.2540, -1.3421, -1.3501], [3.5406, 0.8411, 0.1065], [1.9861, 0.2075, 0.9454], [2.6179, 2.8844, 0.8977], [-1.7425, -1.9311, 2.8228], [-1.0612, -0.4405, 2.1637], [-0.9912, -3.7575, 1.3929]],
  "max_force_ev_per_a": 5.36,
  "e_homo_ev": [-8.4, -6.9],
  "relative_energy_kj_mol": 400.3,
  "lumo_ev": [-0.16, 0.20],
  "total_energy_ev": -15861.4216,
  "homo_lumo_gap_ev": [8.262, 7.143]
}